[1]
C27H58O3P2SSiW | ωB97M-V/def2-TZVPD

Computed properties:
- Spin multiplicity: 3
- Electronic energy: -74182.9630 eV
- <S²>: 2.005
- HOMO level (spin up / spin down): -13.707 / -13.993 eV
- Net charge: +2
- Lowest unoccupied orbital energy (spin up / spin down): -6.50 / -7.59 eV

Positions of all 93 atoms, in Å:
1 P -1.5292 -1.5170 -1.1270
2 P -0.9462 2.3803 -0.3597
3 C -1.9115 0.0902 -2.0412
4 C -1.0001 1.3349 -1.8592
5 H -2.9616 0.3491 -1.8161
6 H -1.9088 -0.1876 -3.1096
7 H 0.0752 1.0968 -1.9866
8 H -1.2580 2.0707 -2.6388
9 C -2.5109 3.2457 -0.2984
10 H -2.6653 3.7671 0.6553
11 H -3.3450 2.5546 -0.4997
12 H -2.4762 3.9995 -1.1047
13 C 0.2593 3.6638 -0.7798
14 H -0.2252 4.2809 -1.5534
15 H 1.1898 3.2331 -1.1879
16 H 0.5113 4.3106 0.0743
17 C -3.1964 -2.2658 -0.9222
18 H -3.0717 -3.0401 -0.1537
19 H -3.5807 -2.7383 -1.8384
20 H -3.8949 -1.5079 -0.5573
21 C -0.9430 -2.6373 -2.5108
22 H 0.0775 -2.3032 -2.9465
23 H -1.6838 -2.7515 -3.3220
24 H -0.8016 -3.6373 -2.0644
25 W 0.9441 -0.6419 -3.8658
26 C 1.5149 1.0946 -4.6446
27 C 0.0529 0.8473 -4.8495
28 C -0.4539 0.2417 -6.1119
29 C 0.2247 -1.0764 -6.5549
30 C 0.8062 -1.9100 -5.4324
31 C 2.1785 -1.7375 -5.0111
32 C 3.0766 -0.7070 -5.5968
33 C 2.4856 0.7226 -5.7044
34 C 2.1439 -0.4407 -2.2273
35 H 1.7887 1.8608 -3.9307
36 H -0.6224 1.5771 -4.4116
37 H -0.4174 0.9815 -6.9367
38 H -1.5379 0.0509 -5.9884
39 H -0.6008 -1.6482 -7.0200
40 H 0.9338 -0.9099 -7.3876
41 H 0.3464 -2.8875 -5.2925
42 H 2.6680 -2.5859 -4.5325
43 H 3.4059 -1.0054 -6.6102
44 H 3.9946 -0.6261 -4.9901
45 H 3.3473 1.4180 -5.6000
46 H 2.0958 0.9291 -6.7137
47 H 2.5725 0.5520 -2.0143
48 H 2.9618 -1.1583 -2.4141
49 H 1.5556 -0.7631 -1.3631
50 C 1.0857 3.7836 2.9243
51 C 1.6941 2.5843 3.6293
52 C 2.8597 2.0569 2.8012
53 C 2.1426 2.9274 5.0432
54 O 0.6657 1.5580 3.8070
55 Si -0.3535 0.6714 2.8688
56 S 0.2467 1.1092 0.8812
57 O -0.0450 -0.9547 3.0546
58 C 0.2805 -1.5916 4.3375
59 C 0.6990 -3.0123 3.9914
60 C 1.4439 -0.8995 5.0276
61 C -0.9402 -1.5794 5.2436
62 O -1.8810 0.9938 3.3001
63 C -3.3199 0.6568 3.1815
64 C -3.8355 1.1678 1.8526
65 C -3.5618 -0.8405 3.2756
66 C -3.9969 1.3866 4.3290
67 H 1.8305 4.5898 2.9065
68 H 0.1838 4.1301 3.4409
69 H 0.8200 3.5227 1.8916
70 H 3.6263 2.8439 2.7603
71 H 3.2944 1.1573 3.2524
72 H 2.5471 1.8220 1.7757
73 H 1.2910 3.2348 5.6638
74 H 2.6416 2.0698 5.5129
75 H 2.8558 3.7574 5.0091
76 H 1.6101 -3.0074 3.3820
77 H 0.9019 -3.5812 4.9051
78 H -0.0826 -3.5357 3.4346
79 H 1.1765 0.1002 5.3792
80 H 1.7550 -1.4868 5.9050
81 H 2.3027 -0.8203 4.3510
82 H -1.3155 -0.5583 5.3940
83 H -1.7341 -2.2005 4.8179
84 H -0.6888 -1.9923 6.2299
85 H -3.3071 0.6890 1.0169
86 H -4.9050 0.9316 1.7688
87 H -3.7187 2.2537 1.7873
88 H -3.4548 -1.1926 4.3066
89 H -4.5994 -1.0401 2.9734
90 H -2.8987 -1.4119 2.6133
91 H -3.6663 0.9950 5.2975
92 H -3.7824 2.4621 4.2970
93 H -5.0839 1.2503 4.2620

These are the Löwdin partial charges, in e, on atoms 1 to 8: 0.869, 0.671, -0.388, -0.419, 0.081, 0.061, 0.028, 0.087

[2]
C27H59ClNbO4 | ωB97M-V/def2-TZVPD

Computed properties:
- Relative energy (zero: lowest compared OMol25 entry of this formula, charge and spin): 56.6 kcal per mole
- Spin multiplicity: 1
- Electronic energy: -51209.8221 eV
- HOMO level: -4.521 eV
- Net charge: -1
- Lowest unoccupied orbital energy: 2.17 eV

Positions of all 92 atoms, in Å:
1 C 3.4429 -4.5557 1.7831
2 C 2.5008 -4.6900 2.8300
3 C 1.7799 -3.3975 3.3167
4 Nb -0.4794 -3.6022 3.5201
5 Cl -2.9859 -3.7882 3.7355
6 C -0.8579 -2.9190 1.3653
7 C -0.1298 -3.8072 0.2808
8 C -0.1006 -3.1097 -1.1498
9 C 0.9818 -1.9299 -1.1620
10 C 0.1757 -0.5831 -1.2680
11 C 1.0743 0.7073 -1.4450
12 C 0.3066 1.8878 -0.6653
13 C -1.2109 2.0248 -1.1383
14 C -2.2469 1.8336 0.0527
15 C -3.0529 0.4866 0.0026
16 C -3.8805 0.2561 -1.3113
17 C -4.7827 -1.0371 -1.1404
18 C -6.2847 -0.7369 -0.7721
19 C -6.4817 0.3893 0.3146
20 C -0.3735 -4.4077 5.6410
21 C -0.2760 -3.3219 6.7859
22 C -1.4468 -2.2887 6.8288
23 O -2.6806 -2.8328 7.3280
24 C -3.6113 -1.7638 7.5260
25 H 3.3636 -5.1006 0.8103
26 H 4.3518 -3.9088 1.8998
27 H 2.3681 -5.7055 3.2599
28 H 2.2605 -2.9694 4.2498
29 H 1.9419 -2.6279 2.5062
30 H -0.5053 -1.8550 4.0205
31 H -0.4293 -5.3295 2.8728
32 H -1.9633 -3.0100 1.1557
33 H -0.5935 -1.8279 1.3213
34 H -0.5585 -4.8424 0.2321
35 H 0.9491 -3.8874 0.5926
36 H -1.1229 -2.6690 -1.3346
37 H 0.0725 -3.8633 -1.9577
38 H 1.5531 -1.9531 -0.1947
39 H 1.6529 -2.1208 -2.0405
40 H -0.3817 -0.4614 -0.3102
41 H -0.5017 -0.6354 -2.1641
42 H 1.1932 0.9941 -2.5250
43 H 2.1021 0.5862 -1.0102
44 H 0.3745 1.6062 0.4239
45 H 0.8439 2.8722 -0.7663
46 H -1.4381 1.4075 -2.0376
47 H -1.3097 3.0987 -1.4700
48 H -2.9159 2.7294 0.1022
49 H -1.6483 1.8376 1.0017
50 H -3.7881 0.5190 0.8544
51 H -2.4162 -0.4197 0.1960
52 H -3.1809 0.0412 -2.1580
53 H -4.5514 1.1025 -1.5957
54 H -4.3465 -1.7397 -0.3764
55 H -4.7963 -1.6307 -2.0975
56 H -6.8954 -0.4940 -1.6873
57 H -6.7672 -1.6641 -0.3493
58 H -6.0024 1.3297 -0.0589
59 H -5.9871 0.1074 1.2753
60 H -7.5690 0.6057 0.5009
61 H 0.5836 -5.0164 5.6983
62 H -1.1983 -5.1499 5.8284
63 H 0.7086 -2.7804 6.8118
64 H -0.3229 -3.8831 7.7669
65 H -1.1321 -1.4744 7.5547
66 H -1.6550 -1.7726 5.8595
67 H -4.0455 -1.8217 8.5584
68 H -4.4515 -1.8030 6.7777
69 H -3.1359 -0.7546 7.3899
70 C 1.0830 3.7465 -4.3823
71 O 2.4764 3.7477 -4.1428
72 C 3.1606 2.7502 -4.8894
73 C 4.5750 3.2027 -5.2195
74 O 4.6443 4.1665 -6.2676
75 C 4.1916 5.4835 -5.9604
76 C 5.1030 6.2442 -5.0092
77 O 4.9193 5.7970 -3.6743
78 C 6.0778 5.9599 -2.8836
79 H 0.6323 2.8229 -4.0074
80 H 0.6478 4.5953 -3.8562
81 H 0.8765 3.8697 -5.4520
82 H 2.6269 2.5279 -5.8207
83 H 3.2012 1.8445 -4.2747
84 H 5.1193 2.3320 -5.5962
85 H 5.1070 3.5440 -4.3313
86 H 3.1610 5.4681 -5.6067
87 H 4.1896 6.0157 -6.9158
88 H 4.8504 7.3118 -5.0402
89 H 6.1442 6.1143 -5.3250
90 H 6.9331 5.4471 -3.3371
91 H 5.8865 5.5063 -1.9105
92 H 6.3042 7.0220 -2.7432

These are the Löwdin partial charges, in e, on atoms 1 to 8: -0.099, -0.292, -0.388, 1.330, -0.193, -0.437, -0.316, -0.214

Q: What is the spin multiplicity in the second record?
A: 1

Q: Number 1 is which compound?
A: C27H58O3P2SSiW

Q: Which of these has the lowest net charge?
A: C27H59ClNbO4